Entry P
Formula: C5H13NS
Source: the OMol25 dataset
Level of theory: the ωB97M-V functional and the def2-TZVPD basis

## Properties
Multiplicity: 1
LUMO, eV: 0.95
Frontier orbital gap, Ha: 0.33728
HOMO, eV: -8.23
SMILES: CN(C)CCCS
Net charge: 0

Last column: Mulliken charge in e.
Element x y z (Å)
1 C -0.0890 -1.4465 0.6226  -0.76
2 C -1.4366 -1.9167 0.6016  -0.65
3 S -2.3101 -1.2828 -0.9499  -0.23
4 C -0.2154 0.1353 0.7508  -0.65
5 N 0.5517 0.6864 -0.3058  0.27
6 C 1.8997 1.1239 0.0485  -1.36
7 C 0.0894 1.5853 -1.3248  -1.10
8 H 0.2720 -1.7945 1.5359  0.33
9 H 0.5721 -1.6339 -0.2044  0.45
10 H -2.0248 -1.5521 1.5198  0.32
11 H -1.6762 -3.0452 0.7269  0.35
12 H -1.1311 -0.9371 -1.6054  0.10
13 H -1.3344 0.4959 0.8770  0.30
14 H -0.0843 0.3456 1.8694  0.37
15 H 1.9819 2.1074 0.4097  0.50
16 H 2.6247 0.9973 -0.7505  0.39
17 H 2.2457 0.5915 1.0173  0.33
18 H -0.0145 1.1631 -2.3681  0.27
19 H 0.8965 2.3264 -1.4605  0.40
20 H -0.8172 2.0508 -1.0100  0.36

Entry Q
Formula: C5H13NS
Source: the OMol25 dataset
Level of theory: the ωB97M-V functional and the def2-TZVPD basis

## Properties
Multiplicity: 1
LUMO, eV: 0.96
Frontier orbital gap, Ha: 0.34721
HOMO, eV: -8.48
SMILES: CN(C)CCCS
Net charge: 0

Last column: Mulliken charge in e.
Element x y z (Å)
1 C 1.5029 0.1150 0.0685  -0.71
2 C 1.4038 -1.0866 0.9937  -0.56
3 S 1.9183 -0.7769 2.7411  -0.25
4 C 0.2109 0.8714 -0.0845  -0.76
5 N -0.8525 0.1034 -0.6940  0.14
6 C -1.9763 -0.1513 0.1992  -0.96
7 C -1.2493 0.6402 -1.9721  -1.20
8 H 2.0260 -0.1136 -0.8618  0.35
9 H 2.2102 0.8037 0.5571  0.37
10 H 0.3900 -1.4808 1.0671  0.19
11 H 2.0194 -1.9191 0.6669  0.38
12 H 2.8749 -1.6979 2.7284  0.13
13 H 0.3417 1.8021 -0.6467  0.39
14 H -0.0664 1.2556 0.9059  0.39
15 H -2.9494 -0.1901 -0.2862  0.37
16 H -1.8467 -1.0451 0.8119  0.25
17 H -2.0401 0.6414 0.9564  0.33
18 H -0.3978 0.5617 -2.6666  0.36
19 H -1.9571 -0.0186 -2.4812  0.40
20 H -1.5623 1.6855 -2.0033  0.39

Entry R
Formula: C5H13NS
Source: the OMol25 dataset
Level of theory: the ωB97M-V functional and the def2-TZVPD basis

## Properties
Multiplicity: 1
LUMO, eV: 0.98
Frontier orbital gap, Ha: 0.35710
HOMO, eV: -8.74
SMILES: CNCCCCS
Net charge: 0

Last column: Mulliken charge in e.
Element x y z (Å)
1 C 0.7246 -0.2071 0.4190  -0.28
2 C 1.6879 -0.2941 -0.7423  -0.68
3 C 1.3295 -1.2702 -1.8634  -0.83
4 S 0.7032 -0.7732 -3.5309  -0.20
5 C -0.3412 0.8911 0.4247  -0.70
6 N -0.9751 1.2226 1.6574  -0.32
7 C -2.2876 0.6456 1.8981  -0.87
8 H 0.1105 -1.0968 0.5863  0.21
9 H 1.3997 -0.1049 1.2899  0.32
10 H 2.1279 0.6334 -1.1221  0.42
11 H 2.6933 -0.7074 -0.5068  0.34
12 H 0.5523 -1.9452 -1.5142  0.34
13 H 2.2001 -1.8707 -2.1276  0.36
14 H -0.2014 0.0696 -3.0195  0.08
15 H -1.1076 0.6146 -0.3276  0.31
16 H -0.1286 1.8688 -0.0906  0.33
17 H -0.4057 1.0054 2.4598  0.28
18 H -2.5096 -0.2289 1.2649  0.29
19 H -2.4309 0.1960 2.8830  0.32
20 H -3.1411 1.3516 1.9618  0.28

Entry S
Formula: C5H13NS
Source: the OMol25 dataset
Level of theory: the ωB97M-V functional and the def2-TZVPD basis

## Properties
Multiplicity: 1
LUMO, eV: 0.92
Frontier orbital gap, Ha: 0.33370
HOMO, eV: -8.16
SMILES: CN[C@@H](C)CCS
Net charge: 0

Last column: Mulliken charge in e.
Element x y z (Å)
1 C 2.5990 -0.9803 -1.2187  -0.88
2 N 1.2053 -0.5921 -0.9129  -0.31
3 C -0.0511 0.0000 -1.3804  0.24
4 C -0.9524 0.4258 -0.2042  -0.69
5 C -0.5043 0.1124 1.2038  -0.76
6 S -0.9707 1.1776 2.5744  -0.26
7 C -0.8022 -1.0363 -2.2788  -1.41
8 H 3.0401 -1.5289 -0.3956  0.27
9 H 2.5557 -1.6327 -2.0982  0.30
10 H 3.1881 -0.0993 -1.4681  0.31
11 H 0.8625 -1.5005 -0.6135  0.19
12 H 0.0928 0.7821 -2.1244  0.41
13 H -1.3482 1.4392 -0.3261  0.45
14 H -1.9352 -0.0597 -0.3108  0.26
15 H -0.6959 -0.9199 1.5014  0.35
16 H 0.5824 0.0901 1.3378  0.34
17 H -0.2720 2.3413 2.5360  0.12
18 H -0.4186 -0.8243 -3.2765  0.35
19 H -0.6840 -2.1143 -2.1125  0.34
20 H -1.8873 -0.9155 -2.2342  0.38

Energy above the most stable structure, in kJ/mol: entry P 163.1; entry Q 0.0; entry R 56.8; entry S 123.5

Entry P
Formula: C5H13NS
Source: the OMol25 dataset
Level of theory: the ωB97M-V functional and the def2-TZVPD basis

## Properties
Multiplicity: 1
LUMO, eV: 1.00
Frontier orbital gap, Ha: 0.36944
HOMO, eV: -9.05
SMILES: CCCNCCS
Net charge: 0

Last column: Mulliken charge in e.
Element x y z (Å)
1 C 0.8067 0.6087 -0.2650  -0.70
2 N -0.3041 -0.2231 0.2280  -0.44
3 C -1.5822 0.4397 -0.1834  -0.67
4 C -2.7237 -0.4243 0.2470  -0.52
5 S -4.2914 0.4857 0.0922  -0.24
6 C 2.1644 0.3332 0.3691  -0.42
7 C 2.7592 -0.9916 -0.0779  -1.28
8 H 0.9401 0.2712 -1.3096  0.35
9 H 0.6759 1.6715 -0.2968  0.44
10 H -0.2121 -1.0759 -0.3148  0.30
11 H -1.5848 0.6314 -1.2731  0.32
12 H -1.6258 1.4692 0.1566  0.45
13 H -2.6880 -1.3771 -0.3350  0.31
14 H -2.4867 -0.7625 1.2642  0.36
15 H -3.8146 1.6445 0.6385  0.12
16 H 2.2547 0.2973 1.4601  0.28
17 H 2.8832 1.0989 0.0600  0.32
18 H 2.2042 -1.8447 0.3497  0.30
19 H 2.8616 -1.2526 -1.1324  0.35
20 H 3.7633 -0.9994 0.3226  0.37

Entry Q
Formula: C5H13NS
Source: the OMol25 dataset
Level of theory: the ωB97M-V functional and the def2-TZVPD basis

## Properties
Multiplicity: 1
LUMO, eV: 0.96
Frontier orbital gap, Ha: 0.34466
HOMO, eV: -8.42
SMILES: CCNCCCS
Net charge: 0

Last column: Mulliken charge in e.
Element x y z (Å)
1 C 0.2258 -1.2357 -1.5450  -0.68
2 C 0.9449 -2.2128 -0.6735  -0.75
3 S 2.6536 -1.5897 -0.3127  -0.27
4 C 0.2187 0.2340 -0.8331  -0.43
5 N -0.8033 0.4414 0.0673  -0.32
6 C -0.5439 1.6843 0.9055  -0.28
7 C -1.7028 1.6687 1.9651  -1.13
8 H -0.7115 -1.6317 -1.8813  0.37
9 H 0.7275 -1.2620 -2.5680  0.31
10 H 0.3313 -2.2890 0.2832  0.24
11 H 1.1360 -3.1384 -0.9042  0.55
12 H 3.0520 -1.3995 -1.5716  0.12
13 H 1.2663 0.4705 -0.3410  0.32
14 H 0.2318 1.0246 -1.7220  0.19
15 H -0.9292 -0.2358 0.7606  0.26
16 H 0.4392 1.8219 1.5033  0.26
17 H -0.4613 2.6151 0.2164  0.30
18 H -1.6896 1.0708 2.9579  0.27
19 H -1.8436 2.6926 2.3304  0.34
20 H -2.5420 1.2707 1.3626  0.34

Energy above the most stable structure, in kJ/mol: entry P 0.0; entry Q 143.0

Entry P
Formula: C5H4S
Source: the OMol25 dataset
Level of theory: the ωB97M-V functional and the def2-TZVPD basis

## Properties
Multiplicity: 1
LUMO, eV: 0.27
Frontier orbital gap, Ha: 0.35605
HOMO, eV: -9.42
Net charge: 0

Last column: Mulliken charge in e.
Element x y z (Å)
1 C -1.0324 0.0615 0.9302  0.17
2 C -1.1045 -1.1513 0.5346  -0.64
3 C -0.2604 1.2705 0.9198  -0.44
4 C 0.4423 1.0545 -0.1779  -0.46
5 C -0.0649 -0.3471 -0.5944  0.13
6 S 1.1475 -1.6102 -0.9292  -0.25
7 H -0.1686 1.9397 1.7185  0.45
8 H 1.2399 1.5285 -0.7132  0.40
9 H -0.6199 -0.2369 -1.4543  0.40
10 H 0.4210 -2.5093 -0.2341  0.23

Entry Q
Formula: C5H4S
Source: the OMol25 dataset
Level of theory: the ωB97M-V functional and the def2-TZVPD basis

## Properties
Multiplicity: 1
LUMO, eV: 0.76
Frontier orbital gap, Ha: 0.36850
HOMO, eV: -9.27
SMILES: C#CC#CCS
Net charge: 0

Last column: Mulliken charge in e.
Element x y z (Å)
1 C 0.2648 -1.4738 -1.0101  -0.66
2 C 0.2560 -0.1629 -0.3746  0.10
3 C 0.2561 0.9134 0.1706  -0.16
4 C 0.2308 2.0481 0.9428  -0.11
5 C 0.1580 3.0951 1.5448  -0.20
6 H -1.3842 -2.6292 0.2599  0.13
7 H 1.0093 -2.1354 -0.5517  0.32
8 H 0.5626 -1.3308 -2.0599  0.29
9 H 0.0069 3.9579 2.1097  0.46
10 S -1.3604 -2.2824 -1.0314  -0.18

Energy above the most stable structure, in kJ/mol: entry P 223.4; entry Q 0.0

Entry P
Formula: C3H10N2OS
Source: the OMol25 dataset
Level of theory: the ωB97M-V functional and the def2-TZVPD basis

## Properties
Multiplicity: 1
LUMO (spin up / spin down), eV: -1.94 / -0.58
Frontier orbital gap (spin up / spin down), Ha: 0.25577 / 0.30890
HOMO (spin up / spin down), eV: -8.90 / -8.99
Net charge: 0

Last column: Mulliken charge in e.
Element x y z (Å)
1 C 1.1320 0.6609 0.3197  -1.21
2 C 0.4018 -1.4816 -0.7861  -1.40
3 C 0.1216 -0.4537 0.2315  0.38
4 N -1.1111 1.1695 -1.4840  -0.61
5 N -1.6724 1.3585 1.1315  -0.56
6 O -2.7609 -1.5648 0.6283  -0.42
7 S -1.4758 0.3404 -0.2431  0.37
8 H 1.0407 1.0589 -0.7484  0.35
9 H 0.7841 1.4496 0.9866  0.39
10 H 2.2029 0.2519 0.4508  0.34
11 H -0.3901 -2.2079 -0.8927  0.41
12 H 1.3845 -2.1571 -0.5320  0.31
13 H 0.6790 -1.1229 -1.7666  0.36
14 H -0.1920 -0.9778 1.2056  0.37
15 H -1.9735 1.6516 -1.9055  0.25
16 H -2.7328 1.6909 0.8448  0.34
17 H -1.8421 0.7194 1.9284  0.32

Entry Q
Formula: C3H10N2OS
Source: the OMol25 dataset
Level of theory: the ωB97M-V functional and the def2-TZVPD basis

## Properties
Multiplicity: 1
LUMO, eV: 0.89
Frontier orbital gap, Ha: 0.37837
HOMO, eV: -9.41
SMILES: CN(C)[S@@](C)(=N)=O
Net charge: 0

Last column: Mulliken charge in e.
Element x y z (Å)
1 C 1.2179 1.5063 0.5529  -0.81
2 C 1.3817 -0.9266 0.2785  -0.85
3 C -1.3207 -0.6869 -1.5092  -1.05
4 N -1.4937 -0.7956 1.2697  -0.71
5 N 0.7563 0.3437 -0.1252  -0.12
6 O -1.8166 1.3897 -0.0237  -0.62
7 S -1.0403 0.1543 0.1439  0.95
8 H 1.5022 1.1861 1.6033  0.29
9 H 2.0677 2.0125 0.0228  0.27
10 H 0.4101 2.2496 0.5539  0.34
11 H 1.0411 -1.1835 1.3170  0.43
12 H 1.0149 -1.6757 -0.4847  0.20
13 H 2.5668 -0.8296 0.1937  0.31
14 H -0.6821 -0.1908 -2.2231  0.35
15 H -1.0736 -1.6896 -1.5632  0.39
16 H -2.3858 -0.6226 -1.8346  0.34
17 H -2.1459 -0.2413 1.8281  0.29

Entry R
Formula: C3H10N2OS
Source: the OMol25 dataset
Level of theory: the ωB97M-V functional and the def2-TZVPD basis

## Properties
Multiplicity: 1
LUMO, eV: 0.71
Frontier orbital gap, Ha: 0.34921
HOMO, eV: -8.79
Net charge: 0

Last column: Mulliken charge in e.
Element x y z (Å)
1 C -1.1337 1.1949 0.3565  -0.50
2 C 0.0002 -1.0981 0.3090  -1.70
3 C -0.1025 0.2730 -0.3275  0.18
4 N -2.2107 1.7185 -0.5127  -0.62
5 N 2.4773 -0.1756 -1.1353  -0.61
6 O 2.0339 0.6784 1.2216  -0.58
7 S 1.6469 0.9787 -0.1486  0.46
8 H -2.5400 0.9689 -1.1193  0.23
9 H -1.5461 0.6393 1.2117  0.32
10 H -0.6208 2.0752 0.7595  0.26
11 H 0.2992 -0.9773 1.3510  0.41
12 H 0.7726 -1.6755 -0.1958  0.48
13 H -0.9349 -1.6532 0.2743  0.41
14 H -0.2776 0.2174 -1.4023  0.47
15 H -3.0015 1.9835 0.0599  0.24
16 H 3.2963 -0.4820 -0.6200  0.27
17 H 2.7707 0.2759 -1.9931  0.28

Energy above the most stable structure, in kJ/mol: entry P 602.5; entry Q 192.5; entry R 0.0

Entry P
Formula: C4H14N4
Source: the OMol25 dataset
Level of theory: the ωB97M-V functional and the def2-TZVPD basis

## Properties
Multiplicity: 1
LUMO, eV: 0.78
Frontier orbital gap, Ha: 0.29092
HOMO, eV: -7.13
Net charge: 0

Last column: Mulliken charge in e.
Element x y z (Å)
1 C -0.9137 0.2359 0.6124  0.74
2 C -0.6859 -0.0860 -0.8749  -1.08
3 C 1.4671 1.7158 0.8642  -0.96
4 C 0.4865 -2.0357 -1.9799  -0.85
5 N 0.8340 0.4174 1.0170  -0.66
6 N 0.1333 -1.3218 -0.7527  -0.26
7 N -1.3652 -0.8963 1.2020  -0.95
8 N -1.6009 1.4782 0.7888  -0.55
9 H 0.8346 0.1386 1.9936  0.23
10 H 0.9348 -0.9026 -0.1670  0.50
11 H -1.6171 -0.7546 2.1743  0.19
12 H -0.4592 -1.8108 0.0661  0.42
13 H -1.0370 2.2856 0.5509  0.27
14 H -1.9437 1.5746 1.7359  0.27
15 H -1.6343 -0.3078 -1.3631  0.50
16 H -0.1310 0.6852 -1.4117  0.31
17 H 2.5154 1.6948 1.1860  0.32
18 H 1.4720 2.0025 -0.1926  0.28
19 H 0.9759 2.5303 1.4239  0.30
20 H -0.4180 -2.3632 -2.4924  0.32
21 H 1.1029 -2.8991 -1.7335  0.33
22 H 1.0495 -1.3810 -2.6474  0.31

Entry Q
Formula: C4H14N4
Source: the OMol25 dataset
Level of theory: the ωB97M-V functional and the def2-TZVPD basis

## Properties
Multiplicity: 1
LUMO, eV: 0.78
Frontier orbital gap, Ha: 0.34790
HOMO, eV: -8.69
SMILES: C/N=C\N.CNCN
Net charge: 0

Last column: Mulliken charge in e.
Element x y z (Å)
1 C -1.4330 -2.1167 -0.2800  -0.93
2 N -1.0188 -0.7152 -0.1812  -0.14
3 C -1.9227 0.2303 -0.8654  -0.54
4 N -1.9466 -0.0354 -2.3191  -0.60
5 H -0.9354 -2.7235 0.4888  0.34
6 H -2.5127 -2.2238 -0.1504  0.33
7 H -1.1620 -2.5842 -1.3144  0.21
8 H -0.8878 -0.4617 0.8123  0.11
9 H -1.4635 1.2060 -0.6985  0.34
10 H -2.9868 0.1721 -0.4478  0.35
11 H -0.9694 -0.3387 -2.5340  0.26
12 H -2.6252 -0.7543 -2.5314  0.25
13 C 1.3021 1.0128 2.4369  -0.73
14 N 2.7504 0.0797 0.0733  -0.49
15 C 1.6215 0.8598 0.0801  0.29
16 N 0.9411 1.3829 1.0640  -0.44
17 H 0.4773 0.3607 2.7878  0.23
18 H 1.3077 1.8956 3.0714  0.27
19 H 2.2248 0.3985 2.5848  0.22
20 H 2.9970 -0.3711 0.9447  0.18
21 H 2.8663 -0.4566 -0.7975  0.25
22 H 1.1797 0.9804 -0.9043  0.25

Energy above the most stable structure, in kJ/mol: entry P 117.5; entry Q 0.0